Computed, not measured: a molecular structure, C30H22MnN6OSSe, with ωB97M-V with the def2-TZVPD basis set.

The geometry in XYZ format:
```
62
Properties=species:S:1:pos:R:3:lowdin_charge:R:1
Mn 0.803 -2.271 0.137 0.75
C -0.923 11.351 -0.002 -0.05
O -1.922 10.377 0.298 -0.05
C -1.570 9.083 0.297 -0.27
C -0.269 8.622 0.102 0.00
C -0.030 7.257 0.097 -0.02
C -1.061 6.347 0.292 -0.17
C -2.357 6.824 0.522 -0.01
C -2.609 8.173 0.521 0.03
C -0.826 4.911 0.286 -0.22
N -1.613 3.992 0.807 0.20
C -0.972 2.807 0.586 -0.17
C 0.222 2.996 -0.100 -0.11
N 0.297 4.349 -0.284 0.20
C 1.058 1.925 -0.491 -0.05
C 2.220 2.005 -1.281 0.05
C 2.920 0.872 -1.610 -0.01
C 2.440 -0.359 -1.163 -0.09
N 1.353 -0.474 -0.409 -0.07
C 0.654 0.646 -0.043 -0.21
C -0.498 0.487 0.768 -0.36
N -2.311 -1.708 0.615 -0.20
C -3.306 -0.929 0.806 -0.23
C -3.464 0.289 1.620 -0.05
C -2.646 1.347 1.714 -0.01
C -1.365 1.520 1.028 -0.14
H -1.449 12.296 -0.082 0.10
H -0.431 11.126 -0.949 0.10
H -0.187 11.408 0.802 0.10
H 0.552 9.310 -0.028 0.11
H 0.994 6.920 -0.030 0.11
H -3.159 6.118 0.692 0.12
H -3.606 8.560 0.683 0.13
H 1.013 4.863 -0.768 0.16
H 2.562 2.966 -1.646 0.13
H 3.810 0.916 -2.219 0.13
H 2.943 -1.280 -1.437 0.13
H -4.208 -1.243 0.276 0.13
H -4.440 0.374 2.085 0.12
H -3.006 2.221 2.243 0.13
Se -0.791 -1.189 1.589 1.20
S -0.283 -8.398 -1.207 1.08
C 0.051 -6.799 -0.569 -0.47
C -0.409 -5.703 -1.314 -0.05
C -0.190 -4.438 -0.834 -0.13
N 0.464 -4.188 0.324 -0.10
C 0.880 -5.236 1.053 -0.08
C 0.689 -6.536 0.645 -0.02
C 1.166 -9.318 -0.731 -0.52
C 1.338 -9.813 0.554 -0.09
C 2.504 -10.512 0.829 -0.12
N 3.448 -10.763 -0.077 0.09
C 3.237 -10.323 -1.317 -0.12
C 2.120 -9.591 -1.697 -0.07
H -0.927 -5.850 -2.251 0.12
H -0.573 -3.579 -1.385 0.12
H 1.369 -5.011 1.992 0.13
H 1.032 -7.337 1.281 0.11
H 0.575 -9.706 1.314 0.11
H 2.681 -10.899 1.826 0.12
H 4.002 -10.562 -2.046 0.12
H 2.001 -9.247 -2.716 0.11
```

Computed properties:
gap between HOMO and LUMO (alpha / beta): 5.081 / 5.541 eV
HOMO energy (alpha / beta): -12.202 / -12.201 eV
calculated total energy: -5510.25654 Eh
charge: +2
spin multiplicity: 4

Computed, not measured: a molecular structure, C30H23Br2FN6O5S2TeTi in a non-equilibrium geometry, with ωB97M-V with the def2-TZVPD basis set.

The geometry in XYZ format:
```
71
Properties=species:S:1:pos:R:3:lowdin_charge:R:1
Ti -0.244 0.950 1.158 0.86
C -2.342 -5.110 0.951 -0.40
S -3.039 -3.489 0.504 0.80
C -1.623 -2.480 0.824 -1.06
S -0.268 -2.769 -0.287 0.49
N -1.688 -1.650 1.788 -0.05
N -0.708 -0.748 2.023 -0.34
C -0.398 -0.527 3.366 -0.16
C 0.665 0.296 3.606 -0.33
C 1.273 0.511 4.891 -0.05
C 2.403 1.244 4.992 -0.11
C 2.978 1.824 3.814 -0.11
C 2.333 1.664 2.629 -0.17
N 1.201 0.936 2.470 -0.15
H -3.119 -5.846 0.757 0.02
H -2.083 -5.111 2.008 0.04
H -1.467 -5.315 0.340 0.01
H -0.894 -1.110 4.129 0.11
H 0.801 0.063 5.757 0.11
H 2.876 1.399 5.953 0.09
H 3.884 2.411 3.870 0.08
H 2.717 2.144 1.735 0.10
C 2.386 1.309 -1.176 -0.03
C 1.528 2.508 -0.915 -0.28
C 1.646 3.654 -1.703 -0.01
C 0.852 4.753 -1.490 -0.02
C -0.076 4.727 -0.431 -0.19
C -0.927 5.787 -0.060 -0.62
Br -0.882 7.424 -1.037 0.73
C -1.778 5.694 1.011 -0.18
C -1.813 4.527 1.769 -0.59
Br -2.955 4.420 3.272 0.78
C -1.015 3.426 1.471 -0.37
O -0.995 2.329 2.172 -0.15
C -0.151 3.538 0.337 -0.11
N 0.635 2.436 0.083 0.06
H 3.123 1.531 -1.948 0.08
H 1.773 0.468 -1.503 0.06
H 2.906 0.993 -0.272 0.06
H 2.375 3.668 -2.502 0.11
H 0.938 5.632 -2.112 0.08
H -2.415 6.527 1.269 0.09
F -2.365 -3.632 -3.437 0.08
C -3.045 -2.491 -3.275 -0.20
C -2.453 -1.422 -2.725 0.04
N -3.118 -0.233 -2.544 0.02
C -2.392 0.933 -2.052 0.00
C -1.696 0.677 -0.715 -0.60
O -2.262 0.981 0.349 0.02
O -0.504 0.245 -0.717 -0.18
C -4.437 -0.073 -2.940 -0.46
O -5.053 0.968 -2.839 0.08
N -5.006 -1.213 -3.470 0.21
C -4.423 -2.457 -3.721 -0.40
O -5.052 -3.347 -4.250 0.09
H -1.431 -1.468 -2.371 0.10
H -3.119 1.726 -1.912 0.13
H -1.638 1.237 -2.782 0.14
H -5.968 -1.114 -3.756 0.16
Te 1.533 -1.715 0.947 1.25
C 2.894 -2.978 -0.202 -0.55
C 3.989 -3.538 0.448 -0.17
C 4.935 -4.275 -0.251 -0.11
C 4.795 -4.464 -1.619 -0.11
C 3.709 -3.906 -2.279 -0.10
C 2.771 -3.163 -1.577 -0.17
H 4.096 -3.398 1.520 0.08
H 5.777 -4.708 0.275 0.09
H 5.528 -5.044 -2.166 0.09
H 3.595 -4.041 -3.349 0.10
H 1.928 -2.725 -2.103 0.07
```

Computed properties:
ΔE to the lowest compared entry with this formula, charge and spin: 52.2 kJ/mol
gap between HOMO and LUMO (alpha / beta): 4.815 / 4.932 eV
HOMO energy (alpha / beta): -2.999 / -3.170 eV
calculated total energy: -9023.71267 Eh
charge: -1
spin multiplicity: 2

Computed, not measured: a molecular structure, C30H23BrN3O3OsS, with ωB97M-V with the def2-TZVPD basis set.

The geometry in XYZ format:
```
62
Properties=species:S:1:pos:R:3:lowdin_charge:R:1
Os -0.946 0.372 0.853 1.67
Br 0.031 2.539 -0.812 0.93
C -1.632 3.463 -0.586 -0.54
C -1.710 4.763 -0.995 -0.10
C -2.943 5.433 -0.909 -0.05
C -4.050 4.777 -0.452 -0.01
C -3.978 3.430 -0.032 -0.15
C -5.134 2.741 0.401 -0.01
C -5.072 1.429 0.769 -0.05
C -3.835 0.757 0.761 -0.10
C -2.663 1.390 0.398 -0.31
C -2.735 2.744 -0.061 -0.22
H -0.842 5.269 -1.394 0.11
H -3.005 6.464 -1.226 0.12
H -5.005 5.281 -0.412 0.12
H -6.076 3.273 0.417 0.12
H -5.965 0.904 1.080 0.11
H -3.813 -0.279 1.084 0.09
O 1.361 0.197 0.294 -0.22
C 2.075 -1.018 0.575 -0.29
C 1.088 -1.896 1.395 -0.52
O 1.284 -3.024 1.745 0.14
O -0.035 -1.268 1.659 -0.25
C 2.441 -1.683 -0.747 -0.15
C 2.555 -0.913 -1.901 -0.02
C 2.906 -1.503 -3.103 -0.07
C 3.154 -2.866 -3.168 -0.07
C 3.054 -3.634 -2.017 -0.06
C 2.701 -3.051 -0.813 -0.03
C 3.271 -0.676 1.455 -0.13
C 4.539 -1.197 1.226 0.00
C 5.585 -0.858 2.068 -0.05
C 5.376 -0.003 3.141 -0.06
C 4.108 0.509 3.380 -0.06
C 3.059 0.168 2.546 -0.03
H 1.863 0.932 0.679 0.08
H 2.375 0.150 -1.867 0.11
H 2.990 -0.891 -3.991 0.11
H 3.434 -3.325 -4.105 0.11
H 3.256 -4.695 -2.052 0.11
H 2.632 -3.659 0.078 0.12
H 4.718 -1.856 0.390 0.12
H 6.570 -1.262 1.881 0.11
H 6.198 0.260 3.791 0.11
H 3.933 1.164 4.222 0.11
H 2.064 0.541 2.772 0.11
N -2.128 -2.662 0.790 0.16
C -2.074 -2.194 -0.486 -0.34
C -2.629 -2.945 -1.543 0.01
C -2.608 -2.457 -2.818 -0.03
C -2.036 -1.203 -3.059 -0.04
C -1.539 -0.507 -1.994 -0.13
N -1.548 -0.972 -0.716 -0.06
H -2.457 -3.609 0.890 0.12
H -1.353 -2.414 1.401 0.06
H -3.053 -3.914 -1.318 0.12
H -3.023 -3.038 -3.629 0.12
H -1.990 -0.778 -4.049 0.12
H -1.106 0.472 -2.127 0.06
S -0.480 3.111 4.584 0.80
C -0.559 2.202 3.313 -0.87
N -0.597 1.512 2.343 -0.16
```

Computed properties:
ΔE to the lowest compared entry with this formula, charge and spin: 0.0 kJ/mol
gap between HOMO and LUMO (alpha / beta): 8.617 / 5.838 eV
HOMO energy (alpha / beta): -11.251 / -11.331 eV
calculated total energy: -4609.64376 Eh
charge: +1
spin multiplicity: 5

- Which of these has the highest spin multiplicity?
  C30H23BrN3O3OsS

Please write out number 3 again, unchanged.
Computed, not measured: a molecular structure, C30H23BrN3O3OsS, with ωB97M-V with the def2-TZVPD basis set.

The geometry in XYZ format:
```
62
Properties=species:S:1:pos:R:3:lowdin_charge:R:1
Os -0.946 0.372 0.853 1.67
Br 0.031 2.539 -0.812 0.93
C -1.632 3.463 -0.586 -0.54
C -1.710 4.763 -0.995 -0.10
C -2.943 5.433 -0.909 -0.05
C -4.050 4.777 -0.452 -0.01
C -3.978 3.430 -0.032 -0.15
C -5.134 2.741 0.401 -0.01
C -5.072 1.429 0.769 -0.05
C -3.835 0.757 0.761 -0.10
C -2.663 1.390 0.398 -0.31
C -2.735 2.744 -0.061 -0.22
H -0.842 5.269 -1.394 0.11
H -3.005 6.464 -1.226 0.12
H -5.005 5.281 -0.412 0.12
H -6.076 3.273 0.417 0.12
H -5.965 0.904 1.080 0.11
H -3.813 -0.279 1.084 0.09
O 1.361 0.197 0.294 -0.22
C 2.075 -1.018 0.575 -0.29
C 1.088 -1.896 1.395 -0.52
O 1.284 -3.024 1.745 0.14
O -0.035 -1.268 1.659 -0.25
C 2.441 -1.683 -0.747 -0.15
C 2.555 -0.913 -1.901 -0.02
C 2.906 -1.503 -3.103 -0.07
C 3.154 -2.866 -3.168 -0.07
C 3.054 -3.634 -2.017 -0.06
C 2.701 -3.051 -0.813 -0.03
C 3.271 -0.676 1.455 -0.13
C 4.539 -1.197 1.226 0.00
C 5.585 -0.858 2.068 -0.05
C 5.376 -0.003 3.141 -0.06
C 4.108 0.509 3.380 -0.06
C 3.059 0.168 2.546 -0.03
H 1.863 0.932 0.679 0.08
H 2.375 0.150 -1.867 0.11
H 2.990 -0.891 -3.991 0.11
H 3.434 -3.325 -4.105 0.11
H 3.256 -4.695 -2.052 0.11
H 2.632 -3.659 0.078 0.12
H 4.718 -1.856 0.390 0.12
H 6.570 -1.262 1.881 0.11
H 6.198 0.260 3.791 0.11
H 3.933 1.164 4.222 0.11
H 2.064 0.541 2.772 0.11
N -2.128 -2.662 0.790 0.16
C -2.074 -2.194 -0.486 -0.34
C -2.629 -2.945 -1.543 0.01
C -2.608 -2.457 -2.818 -0.03
C -2.036 -1.203 -3.059 -0.04
C -1.539 -0.507 -1.994 -0.13
N -1.548 -0.972 -0.716 -0.06
H -2.457 -3.609 0.890 0.12
H -1.353 -2.414 1.401 0.06
H -3.053 -3.914 -1.318 0.12
H -3.023 -3.038 -3.629 0.12
H -1.990 -0.778 -4.049 0.12
H -1.106 0.472 -2.127 0.06
S -0.480 3.111 4.584 0.80
C -0.559 2.202 3.313 -0.87
N -0.597 1.512 2.343 -0.16
```

Computed properties:
ΔE to the lowest compared entry with this formula, charge and spin: 0.0 kJ/mol
gap between HOMO and LUMO (alpha / beta): 8.617 / 5.838 eV
HOMO energy (alpha / beta): -11.251 / -11.331 eV
calculated total energy: -4609.64376 Eh
charge: +1
spin multiplicity: 5

Please write out number 3 again, unchanged.
Computed, not measured: a molecular structure, C30H23BrN3O3OsS, with ωB97M-V with the def2-TZVPD basis set.

The geometry in XYZ format:
```
62
Properties=species:S:1:pos:R:3:lowdin_charge:R:1
Os -0.946 0.372 0.853 1.67
Br 0.031 2.539 -0.812 0.93
C -1.632 3.463 -0.586 -0.54
C -1.710 4.763 -0.995 -0.10
C -2.943 5.433 -0.909 -0.05
C -4.050 4.777 -0.452 -0.01
C -3.978 3.430 -0.032 -0.15
C -5.134 2.741 0.401 -0.01
C -5.072 1.429 0.769 -0.05
C -3.835 0.757 0.761 -0.10
C -2.663 1.390 0.398 -0.31
C -2.735 2.744 -0.061 -0.22
H -0.842 5.269 -1.394 0.11
H -3.005 6.464 -1.226 0.12
H -5.005 5.281 -0.412 0.12
H -6.076 3.273 0.417 0.12
H -5.965 0.904 1.080 0.11
H -3.813 -0.279 1.084 0.09
O 1.361 0.197 0.294 -0.22
C 2.075 -1.018 0.575 -0.29
C 1.088 -1.896 1.395 -0.52
O 1.284 -3.024 1.745 0.14
O -0.035 -1.268 1.659 -0.25
C 2.441 -1.683 -0.747 -0.15
C 2.555 -0.913 -1.901 -0.02
C 2.906 -1.503 -3.103 -0.07
C 3.154 -2.866 -3.168 -0.07
C 3.054 -3.634 -2.017 -0.06
C 2.701 -3.051 -0.813 -0.03
C 3.271 -0.676 1.455 -0.13
C 4.539 -1.197 1.226 0.00
C 5.585 -0.858 2.068 -0.05
C 5.376 -0.003 3.141 -0.06
C 4.108 0.509 3.380 -0.06
C 3.059 0.168 2.546 -0.03
H 1.863 0.932 0.679 0.08
H 2.375 0.150 -1.867 0.11
H 2.990 -0.891 -3.991 0.11
H 3.434 -3.325 -4.105 0.11
H 3.256 -4.695 -2.052 0.11
H 2.632 -3.659 0.078 0.12
H 4.718 -1.856 0.390 0.12
H 6.570 -1.262 1.881 0.11
H 6.198 0.260 3.791 0.11
H 3.933 1.164 4.222 0.11
H 2.064 0.541 2.772 0.11
N -2.128 -2.662 0.790 0.16
C -2.074 -2.194 -0.486 -0.34
C -2.629 -2.945 -1.543 0.01
C -2.608 -2.457 -2.818 -0.03
C -2.036 -1.203 -3.059 -0.04
C -1.539 -0.507 -1.994 -0.13
N -1.548 -0.972 -0.716 -0.06
H -2.457 -3.609 0.890 0.12
H -1.353 -2.414 1.401 0.06
H -3.053 -3.914 -1.318 0.12
H -3.023 -3.038 -3.629 0.12
H -1.990 -0.778 -4.049 0.12
H -1.106 0.472 -2.127 0.06
S -0.480 3.111 4.584 0.80
C -0.559 2.202 3.313 -0.87
N -0.597 1.512 2.343 -0.16
```

Computed properties:
ΔE to the lowest compared entry with this formula, charge and spin: 0.0 kJ/mol
gap between HOMO and LUMO (alpha / beta): 8.617 / 5.838 eV
HOMO energy (alpha / beta): -11.251 / -11.331 eV
calculated total energy: -4609.64376 Eh
charge: +1
spin multiplicity: 5